16
Properties=species:S:1:pos:R:3:forces:R:3 method="wB97M-V/def2-TZVPD" de_lowest_ev=0.745 total_energy_ev=-9869.0255 molar_mass_g_mol=96.1 charge=-1 spin_multiplicity=1 orbital_gap_ev=8.059 max_force_ev_per_a=3.0
H -2.128 -0.820 -0.624 0.2474 0.1207 -0.7738
C 0.334 0.338 0.805 -1.6245 1.1073 -2.2849
H -2.693 -1.563 0.792 0.6072 0.3357 0.4301
H 1.002 -1.710 -2.644 0.4393 0.5941 -0.4072
O 0.531 -1.810 -1.830 -0.7059 0.1183 1.4622
H 0.592 1.161 1.508 -0.7631 0.3214 -0.3061
H 1.004 -0.391 1.169 0.4114 -1.9013 0.3312
H -1.100 -2.003 0.170 0.1504 0.3272 0.0968
H 2.262 2.798 0.663 0.3465 0.0855 1.4589
H 0.526 -0.930 -1.291 0.4099 -0.2658 -1.0768
O 2.070 2.788 -0.251 0.3891 0.8760 -1.1628
C -1.763 -1.151 0.336 -0.3212 0.1429 0.1707
O 0.621 0.653 -0.560 -0.6716 -1.0007 2.2488
H 1.591 1.936 -0.387 -0.7311 -0.7863 -0.4469
N -1.148 -0.063 1.108 2.0104 -0.4822 0.5009
H -1.702 0.767 1.037 -0.1942 0.4071 -0.2412